10
Properties=species:S:1:pos:R:3:nbo_charge:R:1 method="wB97M-V/def2-TZVPD" max_force_ev_per_a=8.328 de_lowest_kj_mol=365.3 smiles="Nc1coc(=O)o1" gap_ev=9.42
C -0.27 -0.27 0.30 0.33
C 0.98 0.11 0.49 -0.04
C 0.20 0.64 -1.59 0.96
H -1.99 -0.22 1.30 0.34
H -0.75 -1.05 1.79 0.35
H 1.94 0.22 1.20 0.26
N -1.16 -1.12 0.94 -0.70
O 1.41 0.50 -0.81 -0.49
O 0.29 1.21 -2.71 -0.57
O -0.67 -0.02 -0.92 -0.43

56
Properties=species:S:1:pos:R:3:mulliken_spin:R:1 method="wB97M-V/def2-TZVPD" multiplicity=2 max_force_ev_per_a=0.055 total_charge=+2 de_lowest_kj_mol=0.0 s_squared=0.78 gap_ev="9.24 / 6.23"
Ir -1.05 -0.23 -0.37 0.01
C -3.76 2.27 -1.63 0.00
C -2.30 2.53 -1.52 0.00
N -1.37 1.70 -1.09 0.00
C -0.15 2.36 -1.19 0.00
C -0.37 3.61 -1.67 0.00
N -1.72 3.69 -1.88 0.00
C 0.48 4.80 -1.99 0.00
O 1.77 4.70 -1.77 0.00
O -0.06 5.78 -2.43 0.00
C 1.06 1.64 -0.77 0.00
O 2.17 2.15 -0.72 0.00
O 0.84 0.41 -0.42 0.00
H -4.02 1.36 -1.09 0.00
H -4.05 2.16 -2.67 0.00
H -4.33 3.10 -1.21 0.00
H -2.16 4.52 -2.24 0.00
H 2.03 3.82 -1.41 0.00
Cl -4.47 -4.99 -4.20 0.10
C -3.44 -3.78 -3.66 0.26
C -3.73 -3.13 -2.42 0.01
Cl -5.10 -3.55 -1.52 0.01
C -2.87 -2.16 -1.99 0.11
Cl -3.19 -1.29 -0.51 0.01
C -1.71 -1.77 -2.72 0.12
O -0.91 -0.89 -2.30 0.25
C -1.47 -2.42 -3.99 0.16
Cl -0.11 -1.94 -4.86 0.05
C -2.32 -3.41 -4.44 -0.07
Cl -2.01 -4.20 -5.91 -0.01
N -0.98 0.18 1.66 0.00
C 0.25 -0.53 2.14 0.00
C 0.36 -0.59 3.66 0.00
C 1.74 -1.01 4.18 0.00
C 2.88 -0.01 3.97 0.00
N 3.25 0.27 2.57 0.00
C 3.80 -0.59 1.72 0.00
N 3.96 -0.22 0.45 0.00
N 4.21 -1.78 2.13 0.00
C 0.34 -1.89 1.41 0.00
O 1.08 -2.75 1.81 0.00
O -0.41 -2.00 0.34 0.00
H -0.91 1.17 1.89 0.00
H -1.79 -0.17 2.16 0.00
H 1.08 0.05 1.74 0.00
H -0.38 -1.29 4.05 0.00
H 0.11 0.40 4.06 0.00
H 1.98 -1.99 3.77 0.00
H 1.66 -1.13 5.26 0.00
H 3.77 -0.36 4.51 0.00
H 2.63 0.95 4.41 0.00
H 3.22 1.24 2.27 0.00
H 3.48 0.59 0.07 0.00
H 4.50 -0.79 -0.18 0.00
H 4.12 -2.06 3.09 0.00
H 4.36 -2.52 1.46 0.00

13
Properties=species:S:1:pos:R:3:nbo_charge:R:1 method="wB97M-V/def2-TZVPD" max_force_ev_per_a=3.655 total_charge=+1 de_lowest_kj_mol=191.4 gap_ev=9.32
C 0.13 0.41 1.08 0.18
N -0.97 1.06 1.35 -0.75
N 0.21 -1.74 -0.03 -0.50
N -0.27 -0.58 -0.14 -0.10
N 0.32 0.39 -1.52 -0.76
S 1.66 0.30 1.62 -0.01
H -1.81 0.83 0.83 0.44
H -0.93 1.57 2.20 0.44
H 1.17 -1.84 0.31 0.39
H -0.28 -2.45 -0.52 0.41
H 1.15 0.90 -1.32 0.43
H -0.01 -0.01 -2.37 0.43
H -0.36 1.16 -1.50 0.40

46
Properties=species:S:1:pos:R:3:mulliken_spin:R:1 method="wB97M-V/def2-TZVPD" multiplicity=3 max_force_ev_per_a=2.429 de_lowest_kj_mol=147.2 s_squared=2.01 gap_ev="3.97 / 4.16"
C 1.13 1.69 -3.02 0.00
C -0.15 1.50 -2.50 0.00
C -0.34 1.14 -1.16 -0.02
C 0.78 1.01 -0.32 0.01
C 2.05 1.09 -0.87 0.01
C 2.24 1.48 -2.20 0.00
C -1.72 0.90 -0.66 0.09
C -2.61 0.10 -1.64 0.01
N -2.19 -1.25 -1.88 0.72
Pt 0.67 0.66 1.75 0.04
C 3.22 0.76 0.00 0.00
P 2.59 -0.34 1.36 0.02
H -1.03 1.66 -3.14 0.00
H 3.25 1.62 -2.57 0.00
H 1.27 1.98 -4.06 0.00
H 3.64 1.65 0.50 0.00
H 4.03 0.25 -0.54 0.00
H -1.72 0.41 0.31 0.02
H -2.23 1.87 -0.50 -0.01
H -3.63 0.04 -1.22 0.02
C 3.83 -0.40 2.65 0.01
C 2.50 -1.98 0.57 0.00
H -2.65 0.63 -2.61 0.00
C -1.37 -1.62 -3.00 -0.02
C -2.67 -2.32 -1.05 -0.01
H 0.29 -0.59 2.93 0.00
H -1.92 -2.30 -3.67 0.04
H -1.04 -0.74 -3.55 0.01
H -0.48 -2.17 -2.66 0.04
H -3.63 -2.72 -1.43 0.04
H -1.94 -3.14 -1.05 0.01
H -2.82 -1.96 -0.02 0.03
H 3.50 -2.29 0.26 0.00
H 2.09 -2.70 1.28 0.00
H 1.86 -1.95 -0.32 0.00
H 4.84 -0.44 2.21 0.00
H 3.74 0.50 3.28 0.00
H 3.66 -1.29 3.26 0.00
H 0.32 -1.01 2.26 0.02
F -2.62 3.35 3.56 0.05
Te -2.43 1.48 3.27 0.61
F -3.89 1.21 4.46 0.06
F -2.43 -0.42 3.03 0.01
F -1.25 1.32 4.78 0.04
F -3.71 1.60 1.87 0.03
O -1.03 1.73 2.06 0.10

85
Properties=species:S:1:pos:R:3:mulliken_spin:R:1 method="wB97M-V/def2-TZVPD" multiplicity=2 max_force_ev_per_a=0.883 total_charge=+2 de_lowest_kj_mol=10.7 s_squared=0.76 gap_ev="7.95 / 7.22"
Re -1.05 -0.18 1.01 1.03
C 1.52 -1.78 3.21 0.01
Si 1.23 -0.15 2.21 -0.03
C 2.68 0.08 1.04 0.00
C 1.35 1.12 3.61 0.00
C 2.26 1.12 4.67 0.00
C 2.17 2.09 5.66 0.00
C 1.19 3.07 5.60 0.00
C 0.29 3.10 4.55 0.00
C 0.36 2.11 3.56 -0.01
Si -0.46 1.95 1.92 -0.02
C -0.02 3.42 0.86 0.00
C -2.40 1.69 2.00 0.01
H 2.57 -2.05 3.12 0.00
H 0.95 -2.69 2.98 0.00
H 1.35 -1.57 4.27 0.00
H 3.62 -0.05 1.57 0.00
H 2.65 1.11 0.66 0.00
H 2.67 -0.59 0.17 0.00
H 3.04 0.37 4.74 0.00
H 2.88 2.09 6.48 0.00
H 1.13 3.82 6.38 0.00
H -0.46 3.88 4.50 0.00
H -0.29 4.34 1.39 0.00
H -0.49 3.44 -0.12 0.00
H 1.06 3.43 0.74 0.00
H -2.59 2.77 2.01 0.00
H -2.80 1.31 2.94 0.01
H -3.02 1.37 1.16 -0.01
N -2.92 -1.01 0.01 -0.01
C -3.36 -2.42 0.20 0.01
C -4.36 -2.55 1.33 0.00
C -3.94 -1.88 2.63 0.01
C -2.55 -2.28 3.11 0.01
N -1.55 -1.18 2.94 0.01
H -3.72 -0.39 0.17 0.00
H -2.72 -0.89 -0.98 0.00
H -2.46 -3.01 0.38 0.00
H -3.80 -2.79 -0.73 0.00
H -4.53 -3.62 1.50 0.00
H -5.32 -2.14 1.01 0.00
H -4.67 -2.12 3.40 0.00
H -3.98 -0.79 2.52 0.00
H -2.17 -3.15 2.56 0.00
H -2.57 -2.56 4.16 0.00
H -0.68 -1.52 3.33 -0.01
H -1.82 -0.43 3.57 0.00
N 2.84 1.86 -4.59 0.00
C 3.77 2.00 -3.43 0.00
C 3.33 1.05 -2.32 0.00
N 3.21 -0.34 -2.76 0.00
C 2.36 -0.47 -3.93 0.00
C 2.77 0.44 -5.09 0.00
H 3.12 2.48 -5.35 0.00
H 1.89 2.15 -4.30 0.00
H 3.74 3.04 -3.11 0.00
H 4.77 1.76 -3.79 0.00
H 2.36 1.37 -1.94 0.00
H 4.04 1.11 -1.50 0.00
H 4.12 -0.76 -2.90 0.00
H 1.33 -0.24 -3.64 0.00
H 2.37 -1.50 -4.28 0.00
H 2.05 0.40 -5.91 0.00
H 3.76 0.18 -5.47 0.00
S 1.20 -3.84 -0.79 0.01
C 0.68 -2.59 0.21 0.03
N -0.11 -1.67 -0.29 0.00
C -0.33 -1.96 -1.67 0.02
C -1.08 -1.26 -2.61 0.00
C -1.20 -1.75 -3.90 0.00
C -0.56 -2.94 -4.29 0.00
C 0.21 -3.63 -3.39 0.00
C 0.31 -3.13 -2.09 0.00
H 1.00 -2.57 1.24 -0.03
H -1.56 -0.32 -2.38 0.00
H -1.80 -1.21 -4.61 0.00
H -0.68 -3.31 -5.30 0.00
H 0.71 -4.55 -3.66 0.00
O -0.99 1.02 -0.74 -0.03
N -2.09 1.62 -1.09 0.00
C -2.00 2.32 -2.19 0.00
C -3.16 3.01 -2.67 0.00
N -4.08 3.57 -3.05 0.00
C -0.77 2.38 -2.93 0.00
N 0.23 2.38 -3.50 0.00

15
Properties=species:S:1:pos:R:3:mulliken_spin:R:1 method="wB97M-V/def2-TZVPD" multiplicity=2 max_force_ev_per_a=1.490 total_charge=+1 de_lowest_kj_mol=125.3 s_squared=0.75 gap_ev="11.08 / 6.94"
C 0.53 1.18 -1.43 0.11
C 1.13 0.21 -0.38 0.01
N 0.42 0.19 0.84 0.78
C -0.43 -0.90 1.21 0.02
C -1.76 -0.89 0.43 0.05
O -2.32 0.13 0.19 0.03
H -0.24 1.82 -0.97 -0.01
H -0.09 0.63 -2.13 0.00
H 1.27 1.81 -1.90 0.00
H 2.18 0.48 -0.25 0.01
H 1.16 -0.82 -0.73 0.01
H 0.80 0.71 1.63 -0.04
H 0.09 -1.85 1.07 0.04
H -0.57 -0.83 2.29 -0.01
H -2.17 -1.86 0.13 0.00

14
Properties=species:S:1:pos:R:3:nbo_charge:R:1 method="wB97M-V/def2-TZVPD" max_force_ev_per_a=3.007 de_lowest_kj_mol=172.3 gap_ev=7.13
C 1.83 1.43 -0.02 -0.06
C 3.07 0.77 -0.11 -0.33
C -2.37 -1.07 -0.45 -0.64
C -1.56 -0.36 0.60 -0.45
N 0.70 0.82 0.12 -0.57
S 3.13 -0.88 -0.14 0.04
S 0.43 -0.75 0.16 0.55
H 1.79 2.51 -0.02 0.20
H 3.99 1.35 -0.12 0.21
H -2.17 -0.65 -1.44 0.21
H -2.12 -2.13 -0.48 0.21
H -3.44 -0.98 -0.25 0.21
H -1.69 -0.77 1.59 0.20
H -1.60 0.72 0.57 0.22

121
Properties=species:S:1:pos:R:3:mulliken_charge:R:1 method="wB97M-V/def2-TZVPD" max_force_ev_per_a=9.364 de_lowest_kj_mol=314.2 smiles="C[C@H]1COC(=O)O1.COC(=O)OC.COC(=O)OC.COC(=O)OC.COC(=O)OC.COC(=O)OC.COC(=O)OC.COC(=O)OC.CCCC#N.CCCC#N" gap_ev=10.50
C -1.05 14.25 -24.85 -1.68
C 0.11 13.32 -24.39 0.72
C 1.03 14.15 -23.54 -0.12
O 1.07 13.41 -22.35 0.03
C 0.16 12.40 -22.33 0.46
O -0.02 11.66 -21.37 -0.61
O -0.34 12.32 -23.49 -0.37
H -1.62 13.94 -25.76 0.35
H -0.78 15.24 -25.14 0.43
H -1.73 14.30 -24.08 0.47
H 0.64 12.93 -25.28 0.19
H 0.81 15.23 -23.45 0.37
H 2.05 13.94 -23.94 -0.08
C 1.60 13.95 -14.34 -0.80
O 2.17 13.69 -15.64 -0.24
C 1.93 14.48 -16.68 0.67
O 1.03 15.49 -16.69 -0.66
O 2.56 14.01 -17.70 -0.10
C 2.13 14.54 -18.96 -0.75
H 0.68 14.48 -14.45 0.37
H 2.31 14.52 -13.71 0.29
H 1.39 13.08 -13.90 0.29
H 2.35 13.96 -19.86 0.05
H 2.54 15.52 -19.04 0.39
H 1.08 14.65 -19.08 0.48
C 1.13 9.19 -23.28 0.05
O 1.23 7.95 -22.67 0.01
C 0.96 6.83 -23.39 0.51
O 0.16 6.92 -24.54 -0.64
O 1.43 5.61 -22.86 -0.21
C 1.00 4.38 -23.46 -0.69
H 1.67 10.01 -22.83 -0.63
H 0.09 9.56 -23.28 0.51
H 1.47 9.10 -24.30 0.15
H 1.70 3.53 -23.44 0.26
H 1.07 4.66 -24.59 0.29
H 0.03 4.21 -23.06 0.32
C 5.89 14.65 -24.02 -0.27
O 4.88 15.67 -24.00 -0.39
C 4.05 15.85 -22.88 0.68
O 4.12 15.10 -21.66 -0.46
O 3.22 16.90 -22.98 -0.32
C 2.51 17.18 -21.78 -0.70
H 6.45 14.94 -23.13 0.38
H 6.47 14.73 -24.98 0.15
H 5.33 13.72 -23.85 0.06
H 1.84 17.98 -21.96 0.32
H 3.17 17.51 -21.03 0.40
H 2.07 16.36 -21.30 0.13
C 7.54 12.41 -22.03 -0.35
O 8.11 13.64 -22.05 -0.26
C 9.42 13.77 -22.07 0.65
O 10.30 12.79 -21.63 -0.66
O 9.80 15.04 -22.22 -0.28
C 10.90 15.51 -21.44 -0.74
H 8.00 11.74 -21.37 0.82
H 7.55 11.96 -23.03 -0.22
H 6.47 12.41 -21.69 -0.18
H 11.77 14.97 -21.70 0.34
H 10.79 15.38 -20.40 0.33
H 11.03 16.60 -21.71 0.23
C 2.05 8.00 -19.82 -0.47
O 2.43 8.04 -18.43 -0.41
C 2.59 9.34 -17.95 0.81
O 2.24 10.53 -18.57 -0.57
O 3.23 9.37 -16.78 -0.39
C 3.80 10.59 -16.38 -0.63
H 2.34 8.89 -20.38 -0.09
H 1.09 7.50 -19.89 0.49
H 2.56 7.17 -20.22 0.36
H 3.31 11.45 -16.87 0.28
H 4.86 10.63 -16.54 0.24
H 3.66 10.69 -15.31 0.32
C 4.90 10.74 -25.99 -1.52
O 5.15 10.91 -24.68 1.24
C 4.17 11.30 -23.76 -0.31
O 2.98 11.86 -24.26 -0.84
O 4.56 11.24 -22.54 1.44
C 3.81 11.84 -21.51 -1.65
H 5.49 9.96 -26.34 0.48
H 5.35 11.71 -26.32 0.43
H 3.86 10.90 -26.43 0.14
H 4.54 11.92 -20.78 0.51
H 2.90 11.35 -21.10 -0.34
H 3.46 12.73 -21.80 0.48
C 6.36 10.00 -19.03 -0.68
O 5.34 9.49 -19.73 0.09
C 5.52 9.06 -20.97 0.51
O 6.84 8.84 -21.56 -0.66
O 4.45 8.79 -21.62 0.58
C 4.46 7.98 -22.76 -0.24
H 6.91 10.59 -19.70 0.16
H 7.02 9.28 -18.52 0.31
H 6.17 10.66 -18.27 0.38
H 4.74 6.88 -22.58 0.36
H 5.20 8.34 -23.36 0.25
H 3.48 7.92 -23.19 -0.68
C 7.69 8.14 -25.00 -0.64
C 8.81 9.21 -24.50 -0.37
C 9.38 10.26 -25.47 -0.53
C 8.45 11.42 -25.46 0.17
N 7.79 12.32 -25.44 -0.33
H 7.98 7.67 -25.98 0.51
H 6.73 8.53 -25.09 -0.23
H 7.68 7.17 -24.37 0.31
H 9.64 8.65 -24.14 0.57
H 8.29 9.71 -23.60 -0.18
H 9.48 9.79 -26.47 0.32
H 10.38 10.59 -25.12 0.34
C 3.71 7.63 -26.11 -0.86
C 3.59 6.22 -25.53 0.73
C 4.87 5.38 -25.72 -0.31
C 5.06 4.89 -27.14 0.05
N 5.18 4.44 -28.20 -0.46
H 2.75 8.19 -25.85 0.03
H 3.81 7.57 -27.19 0.66
H 4.62 8.24 -25.71 -0.13
H 2.72 5.63 -26.00 0.36
H 3.25 6.27 -24.49 -0.61
H 4.89 4.56 -25.07 0.61
H 5.66 6.03 -25.44 -0.17

17
Properties=species:S:1:pos:R:3:nbo_charge:R:1 method="wB97M-V/def2-TZVPD" max_force_ev_per_a=4.668 total_charge=+1 de_lowest_kj_mol=274.4 gap_ev=9.40
C -0.01 1.96 0.04 -0.61
C 0.20 -0.95 1.74 -0.43
C 0.04 0.72 -0.89 -0.52
C -0.79 -0.41 -0.24 -0.08
N -0.60 -1.73 -1.02 -0.74
I -2.80 0.07 0.07 0.27
H 0.43 2.76 -0.63 0.25
H 0.50 1.69 1.00 0.21
H -1.01 2.17 0.38 0.23
H 1.22 -1.18 1.43 0.20
H 0.16 -0.07 2.25 0.20
H -0.51 -1.73 2.02 0.22
H 1.04 0.31 -1.14 0.22
H -0.41 1.12 -1.89 0.23
H -0.68 -1.39 -2.04 0.45
H 0.34 -1.94 -0.81 0.44
H -1.27 -2.39 -0.72 0.45

22
Properties=species:S:1:pos:R:3:nbo_charge:R:1 method="wB97M-V/def2-TZVPD" max_force_ev_per_a=4.376 de_lowest_kj_mol=26.1 gap_ev=8.23
C -0.07 -1.25 -0.80 -0.10
C 0.69 -1.31 0.46 0.56
C -0.07 -2.12 -1.99 -0.11
C 0.69 0.28 2.45 0.12
C -0.78 3.61 -0.34 0.25
N 0.27 -0.22 1.16 -0.26
N -0.67 0.50 0.50 -0.11
N -0.84 -0.12 -0.63 0.22
O -1.75 0.34 -1.49 -0.50
O 1.57 -2.02 0.86 -0.69
O 1.19 -2.26 -2.64 -0.70
O 0.89 -0.77 3.29 -0.69
O -1.67 2.81 -0.19 -0.53
H -0.78 -1.98 -2.85 0.22
H -0.41 -3.22 -1.53 0.17
H -0.18 0.95 2.82 0.21
H 1.66 0.98 2.17 0.15
H -1.02 4.63 0.11 0.15
H 0.00 3.22 -1.01 0.15
H 1.81 -1.86 -2.00 0.47
H 1.44 -1.41 2.97 0.50
H -1.98 1.23 -1.33 0.52

19
Properties=species:S:1:pos:R:3:nbo_charge:R:1 method="wB97M-V/def2-TZVPD" max_force_ev_per_a=8.271 de_lowest_kj_mol=1805.1 gap_ev=6.80
C -1.30 0.10 -1.31 -0.58
C -0.43 -0.57 -0.23 -0.31
C 0.66 -1.07 -0.84 -0.37
C 1.53 0.37 -1.34 -0.12
C 0.53 0.38 0.55 0.13
C -0.90 0.04 1.19 -0.08
H -0.51 1.07 -2.04 0.26
H -2.66 0.61 -0.68 0.22
H -1.77 -1.20 -2.14 0.20
H 0.65 -1.60 -1.68 0.20
H 1.38 -1.76 -0.20 0.23
H 2.55 0.23 -1.32 0.18
H 1.25 0.90 -2.28 0.19
H 1.18 -0.08 1.26 0.19
H -1.65 0.75 0.82 0.24
H -1.02 -2.30 2.18 0.32
H 0.01 0.22 3.29 0.30
N -1.11 -0.58 2.41 -0.68
O 0.97 1.47 -0.28 -0.53

77
Properties=species:S:1:pos:R:3:mulliken_charge:R:1 method="wB97M-V/def2-TZVPD" max_force_ev_per_a=4.423 total_charge=+2 gap_ev=5.61
Mo -0.22 0.30 0.54 -0.47
C -4.75 0.29 -1.01 -1.68
C -3.32 -0.09 -1.36 1.32
O -3.19 -0.68 -2.63 -0.63
P -2.66 -1.41 -0.27 0.41
O -3.30 -1.27 1.15 -0.42
O -3.15 -2.80 -0.78 -0.52
O -1.15 -1.41 -0.09 -0.75
P -2.14 1.32 -1.11 1.02
O -0.88 0.63 -1.86 -0.46
O -1.87 0.96 0.44 0.02
O -2.44 2.70 -1.42 -0.76
H -5.41 -0.58 -1.09 0.41
H -5.10 1.06 -1.70 0.46
H -4.80 0.68 0.00 0.36
H -3.43 -0.07 -3.34 0.40
H -4.14 -1.71 1.29 0.35
H -3.11 -2.97 -1.73 0.41
H -0.14 1.18 -2.26 0.53
C 5.48 0.81 6.42 -1.62
C 4.34 0.97 5.48 0.45
C 4.34 0.34 4.24 -0.86
C 3.25 0.42 3.39 0.62
C 3.34 -0.20 2.03 -1.12
C 2.10 1.12 3.81 0.53
As 0.40 1.10 2.70 2.59
N -0.06 -0.61 2.15 0.81
C 0.01 -1.85 2.80 0.44
C -0.87 -2.89 2.49 -0.39
C -0.76 -4.12 3.12 -0.94
C 0.22 -4.35 4.07 -0.69
C 1.11 -3.33 4.38 -1.22
C 1.00 -2.09 3.77 0.68
C -1.26 1.67 3.64 0.96
C -1.85 0.94 4.68 0.23
C -1.15 -0.23 5.28 -1.77
C -3.07 1.36 5.20 -1.06
C -3.71 2.49 4.73 0.70
C -5.00 2.96 5.33 -1.56
C -3.10 3.23 3.72 -1.08
C -1.89 2.84 3.16 0.41
C -1.26 3.72 2.12 -1.68
C 2.14 1.87 5.00 0.22
C 1.02 2.81 5.37 -1.31
C 3.25 1.76 5.82 -0.87
H 6.32 0.31 5.95 0.37
H 5.17 0.21 7.28 0.33
H 5.81 1.77 6.81 0.40
H 5.21 -0.21 3.92 0.44
H 4.22 -0.83 1.96 0.59
H 3.45 0.60 1.29 0.20
H 2.46 -0.80 1.77 0.15
H -1.66 -2.75 1.76 0.36
H -1.45 -4.91 2.87 0.45
H 0.29 -5.30 4.57 0.44
H 1.89 -3.49 5.11 0.51
H 1.68 -1.30 4.04 0.26
H -0.07 -0.16 5.07 0.06
H -1.53 -1.17 4.88 0.42
H -1.30 -0.26 6.36 0.65
H -3.51 0.79 6.01 0.47
H -5.37 2.25 6.06 0.40
H -5.75 3.12 4.57 0.37
H -4.84 3.92 5.83 0.35
H -3.57 4.13 3.36 0.55
H -1.60 4.74 2.24 0.62
H -1.53 3.39 1.12 0.15
H -0.16 3.71 2.20 0.31
H 0.69 3.33 4.46 0.17
H 1.37 3.54 6.09 0.60
H 0.18 2.27 5.81 0.24
H 3.27 2.31 6.75 0.54
O 1.41 1.64 -2.12 -0.71
S 1.57 1.66 -0.71 1.38
O 2.72 2.16 -0.07 -0.63
O 1.37 0.15 -0.17 -0.60
O 0.30 2.15 -0.06 -0.34